Version A
The following is a DFT calculation (ωB97M-V/def2-TZVPD) of an isolated ion of composition C3H6N and charge +1.

Its SMILES is CC=C=[NH2+]. For the gap between HOMO and LUMO, the calculation gives 0.398 Ha. The total charge is +1.

The geometry in XYZ format:
```
10
C3H6N (ωB97M-V/def2-TZVPD)
N 1.8490 0.6690 0.2864
C -1.3516 -0.3956 -0.6794
C 0.8196 0.0252 0.5582
C -0.3960 -0.4012 0.5023
H -1.0927 0.1514 -1.5147
H -2.1547 0.1076 -0.2758
H -1.5942 -1.5345 -0.8499
H 2.0680 1.6129 0.5886
H -0.9285 -0.6502 1.3818
H 2.7810 0.4153 0.0026
```

---

Version B
The following is a DFT calculation (ωB97M-V/def2-TZVPD) of an isolated ion of composition C3H6N and charge +1.

Its SMILES is C=C[NH+]=C. For the gap between HOMO and LUMO, the calculation gives 0.246 Ha. The total charge is +1.

The geometry in XYZ format:
```
10
C3H6N (ωB97M-V/def2-TZVPD)
N -0.3461 0.3702 0.9142
C -1.0455 -0.8614 0.3539
C 0.2279 0.9230 -0.2311
C 1.2999 0.2873 -0.8465
H -0.8410 -1.7440 1.0353
H 1.7970 0.5686 -1.8183
H -2.0674 -0.4441 0.2450
H -0.5488 1.3917 -0.8012
H 1.3207 -0.7965 -0.6301
H 0.2033 0.3053 1.7788
```

---

Of them, the most stable is version A and the least stable is version B.

---

Version A
The following is a DFT calculation (ωB97M-V/def2-TZVPD) of an isolated ion of composition C5H15N3 and charge +2.

Its SMILES is C[C@@H]([NH3+])C/C([NH3+])=C/N. For the gap between HOMO and LUMO, the calculation gives 0.326 Ha. The total charge is +2.

The geometry in XYZ format:
```
23
C5H15N3 (ωB97M-V/def2-TZVPD)
N 0.1738 -0.7345 1.7384
N -2.0706 -1.0492 -1.5370
N 2.3279 1.2439 1.4416
C 0.4165 -0.9473 -1.5542
C -0.8448 -0.1080 -1.4071
C 1.1203 1.3534 0.8069
C 0.1422 0.3888 0.7355
C -1.0535 0.4870 -0.1169
H 0.9468 2.1250 0.0784
H 0.8936 -1.1389 -0.6401
H -2.8125 -0.6603 -2.3268
H 2.5666 0.4401 1.9886
H 1.2250 -0.1174 -1.9703
H 0.1093 -0.4346 2.7462
H -2.6496 -1.1172 -0.6524
H 3.1937 1.8954 1.2440
H -1.9231 0.0770 0.4398
H -1.8358 -2.1000 -1.8400
H 0.3711 -1.8612 -2.1609
H -0.5984 -1.4840 1.4396
H -0.9078 0.6836 -2.3205
H -1.2746 1.6798 0.0424
H 0.9940 -1.2517 1.6455
```

---

Version B
The following is a DFT calculation (ωB97M-V/def2-TZVPD) of an isolated ion of composition C5H15N3 and charge +2.

Its SMILES is C/C=[N+](\N)[C@@H](C)[NH2+]C. For the gap between HOMO and LUMO, the calculation gives 0.394 Ha. The total charge is +2.

The geometry in XYZ format:
```
23
C5H15N3 (ωB97M-V/def2-TZVPD)
N -0.3737 -0.4245 -0.9066
N -0.3459 -1.5994 -1.6846
N -0.0519 0.5467 1.4689
C -1.5888 0.7498 -2.5663
C -0.8892 0.6442 -1.3054
C 0.4469 -0.4178 0.4073
C -0.1691 0.0740 2.8759
C 1.9680 -0.1750 0.1586
H -0.2347 -1.4180 -2.6688
H -2.4201 -0.0268 -2.7872
H -0.0915 0.9281 3.4494
H -1.1257 -0.4512 2.9603
H 0.3037 -2.3780 -1.2763
H -1.0003 0.6625 0.9989
H 0.8261 -0.3983 3.0266
H 0.4530 1.4847 1.5873
H 2.0802 0.8224 -0.2567
H 2.4844 -0.3975 1.1873
H 0.2266 -1.4213 0.8569
H -1.9916 1.7954 -2.7168
H 2.4511 -0.8358 -0.6916
H -0.8006 0.2627 -3.2121
H -0.6030 1.4968 -0.6723
```

---

Of them, the most stable is version A and the least stable is version B.

---

Version A
The following is a DFT calculation (ωB97M-V/def2-TZVPD) of a 2-piece molecular cluster, C4H12N4O overall.

Its SMILES is [H]/N=C(/N)OC.[H]/N=C(\C)N. For the gap between HOMO and LUMO, the calculation gives 0.354 Ha.

The geometry in XYZ format:
```
21
C4H12N4O (ωB97M-V/def2-TZVPD)
O -1.3411 -0.3774 -0.5887
N 1.2629 -0.5608 0.4424
N -1.0009 1.5031 0.8382
N 3.0336 0.8216 0.7514
N -1.3676 -0.5429 1.8069
C -2.2756 -1.4008 -0.7879
C 1.7099 1.0327 -1.3466
C -1.0903 0.2522 0.7168
C 2.0703 0.4711 0.0064
H 2.2580 0.4987 -2.1243
H -1.9811 -2.3171 -0.2553
H 3.5532 1.6186 0.3962
H -2.1775 -1.1469 1.7365
H 0.8216 -1.1244 -0.2755
H -3.2654 -1.1067 -0.4292
H -0.7249 1.9982 0.0000
H 0.6488 0.9239 -1.5546
H 1.5906 -1.0378 1.2681
H 1.9554 2.0916 -1.3913
H -2.2941 -1.6065 -1.8615
H -1.3859 0.0097 2.6520
```

---

Version B
The following is a DFT calculation (ωB97M-V/def2-TZVPD) of one molecule with the formula C4H12N4O.

For the gap between HOMO and LUMO (alpha / beta), the calculation gives 0.325 / 0.235 Ha.

The geometry in XYZ format:
```
21
C4H12N4O (ωB97M-V/def2-TZVPD)
O 1.0888 -1.2108 -1.4449
N 0.7782 1.0273 -0.8937
N -2.5552 0.8060 -0.0532
N -0.7804 -0.4848 -0.0897
N -1.2430 0.7166 0.2062
C 1.5915 -0.6806 0.8045
C 1.4023 2.0289 -0.0766
C 0.7761 -0.2897 -0.4217
C -1.4482 -1.7303 0.2631
H -2.2998 -1.9216 -0.3912
H 0.9178 2.1340 0.9113
H -2.9074 1.7369 0.1113
H 2.4704 1.8376 0.1101
H 1.4648 -1.7440 1.0127
H 1.3286 2.9925 -0.5855
H 0.9154 -0.7199 -2.2615
H -0.7240 -2.5249 0.0921
H -1.7890 -1.7277 1.3049
H -2.9019 0.3487 -0.8951
H 2.6475 -0.4854 0.6221
H 1.2676 -0.1087 1.6750
```

---

Of them, the most stable is version A and the least stable is version B.

---

Version A
The following is a DFT calculation (ωB97M-V/def2-TZVPD) of an isolated ion of composition C3H3ClNO and charge +1.

Its SMILES is O=[N+]1C=C[C@H]1Cl. For the gap between HOMO and LUMO, the calculation gives 0.325 Ha. The total charge is +1.

The geometry in XYZ format:
```
9
C3H3ClNO (ωB97M-V/def2-TZVPD)
Cl 0.8294 1.1741 -2.5411
O 1.9022 1.8444 0.7327
N 1.0859 1.0975 0.4180
C 0.8204 0.3153 -0.9785
C -0.1170 0.6309 0.8890
C -0.4940 0.0439 -0.3094
H -1.5034 -0.2086 -0.7665
H 1.7583 -0.5522 -0.9832
H -0.6173 0.7436 1.9686
```

---

Version B
The following is a DFT calculation (ωB97M-V/def2-TZVPD) of a 2-piece molecular cluster, C3H3ClNO overall.

For the gap between HOMO and LUMO, the calculation gives 0.395 Ha. The total charge is +1.

The geometry in XYZ format:
```
9
C3H3ClNO (ωB97M-V/def2-TZVPD)
Cl 0.0100 -1.4874 -2.6135
O 0.1301 -1.2303 1.3561
N 0.1567 -1.4777 0.1285
C -0.0184 -1.4031 -1.0314
C 0.0928 1.4745 -0.4088
C -0.0849 1.3689 0.8000
H -0.0118 1.5334 1.8263
H -0.4019 -0.2941 1.4214
H 0.1275 1.5158 -1.4786
```

---

Of them, the most stable is version A and the least stable is version B.